[1]
102
Properties=species:S:1:pos:R:3:forces:R:3:mulliken_charge:R:1 method="wB97M-V/def2-TZVPD" orbital_gap_ha=0.340 homo_energy_ev=-8.535 de_lowest_kcal_mol=100.5 charge=0 energy_ha=-1733.73601 e_lumo_ha=0.027
H -1.261 3.735 -1.189 0.3 0.1 0.0 0.34
H 3.667 2.419 1.060 1.1 -0.6 -0.3 0.31
O 4.863 1.272 2.448 1.4 1.8 -1.3 -0.41
H -0.799 2.181 2.276 0.1 0.4 0.4 -0.17
N 4.293 4.200 3.018 -0.1 -0.4 0.1 -0.73
H -2.404 5.998 2.311 0.9 0.7 0.2 0.33
H -0.889 -3.932 -2.950 0.2 0.0 0.0 0.03
H 2.956 1.134 2.016 -0.9 0.3 0.0 -0.10
H -2.270 -3.817 -4.833 0.1 0.6 -0.5 0.24
C 1.195 2.516 -3.220 2.2 1.4 -2.2 0.48
H -2.161 -5.909 3.281 0.2 0.2 0.5 0.27
H 1.975 -1.496 2.067 -0.1 0.2 0.5 0.12
H -3.312 -5.495 -1.927 -0.1 -0.2 -0.2 0.42
C -1.728 -4.604 -3.130 -0.5 -0.6 1.2 1.04
H 5.222 3.806 2.972 0.2 -0.6 0.5 0.29
C -0.749 -0.081 0.897 -1.7 0.5 0.3 0.85
H -1.419 -1.821 -1.858 0.0 0.0 -0.2 0.01
C -1.171 -5.873 -3.870 0.4 0.8 0.3 -0.93
C 1.227 -5.627 -4.366 -0.8 0.3 0.0 -0.60
H -1.949 -5.237 -0.916 0.5 0.1 -0.2 0.37
H -0.118 6.156 0.621 0.7 -0.4 -0.2 0.28
C 2.452 3.319 -3.815 -2.1 -0.2 0.7 -1.53
H 2.898 3.873 -2.989 0.1 -0.2 0.0 0.39
H -2.625 -2.299 0.562 0.0 0.2 0.5 0.20
C -2.879 -1.355 0.081 -0.2 0.0 -0.5 -1.75
C -3.527 4.372 3.849 1.1 -0.5 -1.5 -0.78
H -0.064 -0.867 1.217 -0.5 -0.5 0.3 -0.95
H -2.970 -3.899 -1.432 0.4 0.2 -0.2 0.40
H 4.284 4.738 2.164 -0.5 0.3 -0.2 0.25
H 3.065 -2.384 1.136 0.1 -0.6 0.1 0.36
H -1.149 0.071 -5.610 0.5 0.4 -0.1 0.43
O -3.138 4.208 2.455 -1.0 0.1 0.1 -0.38
H -2.672 -4.443 2.497 0.0 0.2 -0.2 0.24
C 2.432 -2.484 2.018 -0.8 0.3 0.5 -1.48
C 0.654 1.550 -4.323 0.4 -0.3 1.1 -0.84
C -1.214 3.688 -0.101 0.0 1.2 0.7 -0.41
C 3.215 3.168 2.959 1.7 0.1 -1.2 0.45
H 4.278 -0.420 3.409 0.3 -0.6 0.0 0.06
H -1.914 -4.225 4.065 -0.2 -0.5 0.4 0.33
H -0.061 0.714 0.609 -0.2 0.5 -0.3 0.27
H 3.024 2.726 3.937 0.1 0.6 0.3 0.30
N -0.843 -1.251 -1.255 -0.1 -0.4 0.5 -0.27
H 4.437 0.940 4.430 0.1 0.2 0.3 0.30
H 1.353 0.776 -4.638 0.8 0.4 -0.3 0.37
H -0.183 3.629 0.250 0.2 -0.3 -0.3 -0.24
H 1.575 -6.646 -4.199 -0.2 -0.1 0.5 0.27
O -0.591 -4.792 2.566 -1.0 -0.2 0.0 -0.38
C 0.035 -3.527 2.631 2.0 -0.1 0.8 -0.26
H -3.550 -4.349 -4.136 -0.2 -0.5 0.7 0.27
C 1.372 -3.587 1.826 -0.2 0.9 -0.5 0.33
H -1.733 2.779 0.201 -0.2 0.2 0.3 0.09
H 3.025 -2.705 2.905 0.1 0.4 0.0 0.43
H -4.557 4.035 3.972 0.2 -0.2 -0.1 0.24
H 2.299 1.220 -2.297 0.8 -0.3 0.3 0.33
H 0.365 3.191 -3.011 0.1 0.2 0.1 0.14
O -1.664 0.384 1.940 0.7 -1.6 -1.5 -0.50
O -0.402 0.799 -3.741 -0.4 0.4 0.3 -0.19
H -3.328 -1.661 -0.864 -0.3 0.1 -0.2 0.53
H 5.928 0.205 3.897 0.0 0.0 -0.6 0.28
H 1.218 3.183 2.881 -0.8 0.4 0.2 0.09
H -2.709 5.181 -0.085 -0.7 0.0 1.0 0.31
C -1.691 -0.516 -0.297 2.1 0.3 0.3 0.88
H 0.397 -4.333 0.294 -0.3 0.0 -0.5 0.26
H 1.833 4.832 3.035 0.0 0.0 -0.2 0.35
N -2.688 -3.873 -3.915 0.3 1.0 -1.6 -0.67
C -1.269 0.013 -4.528 -0.8 0.1 -0.5 -0.82
H -3.447 5.397 4.210 0.0 0.2 -0.2 0.33
H -0.846 -6.564 -3.092 0.2 -0.4 -0.2 0.41
H -0.626 -2.709 2.346 0.0 0.1 -0.2 0.18
H -1.468 6.867 0.689 -0.1 1.1 -0.5 0.33
H 1.906 -5.234 -5.123 -0.4 0.2 -0.2 0.24
H 2.072 4.061 -4.518 0.4 -0.1 -0.4 0.41
N 1.087 -3.607 0.423 0.1 -1.3 -1.0 -0.68
H 1.284 -4.983 -3.489 0.4 -0.3 0.3 0.25
C 4.913 0.449 3.582 -1.8 0.5 0.4 -0.45
H 0.818 1.374 -1.908 -0.4 -0.8 1.7 -0.07
C 1.946 3.894 2.491 -0.9 -1.8 1.1 -1.32
H -3.612 -0.729 0.589 0.1 -0.4 0.4 0.42
C -1.983 5.014 2.104 -3.3 -0.5 -1.0 -0.47
H 0.404 2.211 -5.153 -0.5 -0.3 -0.3 0.43
H 1.610 3.946 1.455 1.1 0.3 -0.3 0.35
H 0.705 -2.743 0.068 -0.2 0.2 0.1 0.21
C -1.282 1.379 2.834 -0.6 -0.2 0.0 -0.13
H 0.441 -3.361 3.629 -0.7 0.2 0.8 0.32
N 1.658 1.931 -1.974 -1.4 -0.8 -0.8 -0.32
H -2.289 0.348 -4.344 -0.1 0.1 0.1 0.30
H -1.266 -1.053 -4.301 0.5 0.0 0.4 0.14
H 1.911 -4.485 2.127 -0.4 -0.5 -0.2 0.50
C 3.665 1.962 2.049 -1.0 -0.4 1.3 -0.07
H -2.249 1.651 3.256 0.2 0.8 0.0 0.21
H -2.073 0.403 -0.740 -0.1 0.3 0.0 -0.02
H -0.260 -0.668 -1.838 -0.1 0.2 0.0 0.09
H -1.299 4.682 2.884 1.4 0.4 -0.9 0.29
C -1.796 5.025 0.490 0.9 -2.2 0.7 0.27
H 3.163 2.617 -4.250 0.0 0.2 -0.1 0.34
H -2.791 3.761 4.372 -0.3 -0.1 0.8 0.31
O -0.128 -5.589 -4.840 -0.2 0.0 0.4 -0.36
H -1.965 -6.288 -4.490 -0.1 -0.2 0.3 0.31
H -0.702 1.019 3.684 0.6 -0.1 -0.1 0.28
N -0.993 6.184 0.117 -0.1 0.0 0.7 -0.78
C -1.920 -4.851 3.172 1.3 0.5 -1.1 -0.72
C -2.477 -4.812 -1.769 0.0 -0.8 -0.3 -1.64

[2]
7
Properties=species:S:1:pos:R:3:forces:R:3:mulliken_charge:R:1 method="wB97M-V/def2-TZVPD" orbital_gap_ha="0.281 / 0.223" s2=2.021 homo_energy_ev="-8.099 / -9.554" de_lowest_kcal_mol=13.3 charge=0 spin_multiplicity=3 energy_ha=-3296.46391 e_lumo_ha="-0.017 / -0.128"
P -0.407 0.752 0.336 -0.2 -0.1 -0.1 -0.08
P -0.171 -2.306 0.721 1.2 0.8 0.2 0.00
H -0.363 0.643 -1.064 0.7 0.3 -0.4 0.07
C 0.537 -0.812 0.666 1.2 1.3 -0.6 -0.18
H -1.631 0.137 0.130 -0.9 -0.2 0.5 0.02
H 1.637 -0.395 0.652 -1.7 -1.8 0.3 0.28
Br 0.078 -5.201 1.228 -0.1 -0.2 0.0 -0.11

[3]
17
Properties=species:S:1:pos:R:3:forces:R:3:mulliken_charge:R:1 method="wB97M-V/def2-TZVPD" orbital_gap_ha="0.269 / 0.231" homo_energy_ev="-7.048 / -6.469" de_lowest_kcal_mol=99.2 charge=0 energy_ha=-1125.51599 e_lumo_ha="0.010 / -0.007"
H -0.215 2.738 0.425 0.2 0.0 -0.1 0.34
C 0.118 -1.609 0.341 -2.7 3.4 -2.4 -0.50
C 2.114 -0.128 -0.649 -1.3 0.5 -1.0 -0.40
H 2.456 -0.144 -1.699 -0.6 -0.1 0.4 0.27
N -2.079 -0.905 -0.342 -0.4 -0.5 -2.4 -0.74
H -0.301 1.731 -1.073 -0.4 0.1 1.1 0.29
C -0.019 1.748 0.013 0.7 -1.1 -1.4 -0.47
C -0.828 0.751 0.866 3.7 -1.5 0.9 -0.85
H -1.789 1.076 0.851 -3.0 0.8 0.1 0.47
H 0.835 -1.577 1.078 1.4 -0.1 1.4 0.45
H -0.462 0.839 1.962 -0.4 -0.7 -1.8 0.28
H -0.117 -2.429 -0.312 0.6 -0.5 0.1 0.27
N -0.908 -0.695 0.340 2.8 1.0 2.4 0.40
H -2.077 -0.254 -1.178 -0.1 -0.9 0.9 0.25
S 1.856 1.583 -0.125 -0.9 -0.4 0.5 -0.13
Cl 3.372 -0.869 0.245 1.0 -0.8 1.0 -0.20
H -1.957 -1.857 -0.741 -0.7 0.8 0.2 0.27

[4]
40
Properties=species:S:1:pos:R:3:forces:R:3:mulliken_charge:R:1 method="wB97M-V/def2-TZVPD" orbital_gap_ha=0.200 homo_energy_ev=-4.284 charge=-1 energy_ha=-4168.17122 e_lumo_ha=0.043
C -3.744 -1.738 -2.527 0.2 0.3 0.1 -1.02
C -1.433 0.989 -2.976 0.8 0.2 0.0 -0.58
C 0.473 -0.534 -2.180 -0.5 -0.1 1.5 -0.07
O -1.335 4.476 -1.942 0.1 -0.4 0.5 -0.76
N 1.447 -0.247 8.341 0.7 -0.2 -1.3 -0.57
N 1.381 -0.519 -3.163 0.2 -0.1 -1.4 -0.10
H -1.258 -1.124 -3.282 -0.1 -0.3 -0.1 0.41
C 2.565 -0.335 3.939 -0.6 0.4 -0.3 0.19
H 0.333 -0.984 -4.939 0.0 0.0 0.0 0.28
N -1.838 -0.780 -1.297 1.8 0.4 -0.6 -0.04
N 0.815 0.136 7.200 -0.4 0.2 -0.9 0.18
C -1.168 3.519 -2.730 -0.3 1.4 -0.3 0.37
O -3.535 -1.661 -0.170 -0.2 0.0 0.4 -0.71
O 0.872 -0.648 -1.025 -0.4 0.1 0.1 -0.67
Cl 5.065 -1.389 3.588 -0.4 0.1 0.5 -0.18
C 1.601 -0.110 6.100 -0.5 0.2 0.4 0.69
C -3.025 -1.376 -1.244 -0.9 -0.7 0.1 0.75
H 2.334 -0.550 -2.836 -0.1 0.0 0.1 0.30
H -3.854 -0.850 -3.146 0.0 0.0 -0.3 0.30
H -0.118 0.547 7.169 0.6 -0.3 0.5 0.21
O -1.188 3.612 -3.979 0.2 -0.8 -0.3 -0.75
H -1.058 1.097 -3.991 -0.1 0.3 -0.1 0.25
H 2.064 -0.658 -5.140 -0.1 -0.1 0.1 0.33
H 0.597 0.496 4.268 0.2 -0.1 0.0 0.44
C 1.163 -0.364 -4.601 -0.1 0.4 0.4 -0.86
H -1.403 -0.586 -0.406 0.1 -0.1 0.0 0.23
H -3.176 -2.499 -3.055 0.0 0.0 -0.2 0.24
H -1.341 2.076 -1.117 0.1 0.2 0.0 0.24
H -4.730 -2.125 -2.277 0.2 0.0 0.1 0.31
H 0.953 0.683 -4.833 -0.1 -0.1 -0.2 0.30
N 3.790 -1.051 5.894 0.3 0.0 -1.4 -0.48
C 2.745 -0.662 6.636 0.5 -0.2 -0.2 0.56
C 1.485 0.066 4.725 0.1 0.0 -0.6 -0.77
C 3.703 -0.889 4.560 0.1 -0.2 2.0 0.16
Br 2.473 -0.123 2.041 -0.2 -0.1 0.7 -0.09
C -1.041 -0.419 -2.482 -0.5 0.3 0.1 0.04
H -2.520 1.069 -3.027 0.0 -0.2 0.0 0.34
C -0.890 2.141 -2.111 -0.4 -0.8 -0.2 -0.36
N 2.603 -0.727 8.013 -0.4 0.1 0.4 -0.35
H 0.191 2.038 -1.998 0.1 0.0 0.1 0.24

[5]
45
Properties=species:S:1:pos:R:3:forces:R:3:mulliken_charge:R:1 method="wB97M-V/def2-TZVPD" orbital_gap_ha="0.262 / 0.208" s2=0.763 homo_energy_ev="-7.526 / -7.458" de_lowest_kcal_mol=45.9 charge=0 spin_multiplicity=2 energy_ha=-4397.96037 e_lumo_ha="-0.014 / -0.066"
C 2.450 1.077 1.443 -0.3 0.3 0.1 -0.04
C -4.461 0.626 -0.566 -0.2 0.0 -0.1 -0.13
C 4.043 1.495 -0.264 -0.1 -0.1 0.3 -0.40
H 0.087 -4.093 1.324 0.0 0.0 0.0 0.52
O 1.394 -2.340 -1.953 0.0 0.0 0.0 -0.64
C 0.182 -0.924 0.167 0.2 0.1 0.0 -0.32
C -3.804 2.794 0.162 0.3 0.0 0.3 0.51
C 0.479 -2.277 0.228 -0.3 -0.2 0.2 0.39
C 1.981 2.684 -0.114 -0.1 -0.4 0.2 0.59
C -5.454 2.541 -1.582 0.0 0.1 0.1 -0.10
Au -0.704 1.892 0.927 0.2 1.6 -0.5 0.83
N -3.733 1.425 0.246 0.0 0.2 0.3 0.26
N 2.112 -3.917 -0.484 0.1 0.0 -0.1 -0.19
C 3.673 0.793 0.880 0.3 0.0 -0.2 -0.38
H 2.851 -4.178 -2.374 0.0 0.0 0.0 0.34
C -4.684 3.348 -0.780 -0.1 -0.2 -0.2 -0.80
N 1.576 1.939 0.928 1.1 -0.1 0.1 -0.29
H 3.468 3.126 -1.561 0.0 0.0 0.0 0.48
C -0.083 -3.026 1.259 0.1 0.2 -0.3 -0.19
H 3.138 -5.540 -1.258 0.0 0.0 0.0 0.31
H -4.297 -0.432 -0.429 0.0 0.0 0.1 0.44
C 3.206 2.490 -0.728 0.1 0.1 -0.2 -0.41
H 4.720 -4.133 -0.264 0.0 -0.1 0.0 0.31
Br 2.057 0.335 3.146 -0.2 -0.1 -0.1 -0.12
C -5.339 1.151 -1.474 0.0 0.0 0.0 -0.76
C -1.121 -1.027 2.055 0.0 0.2 -0.2 -0.54
O 4.408 -3.905 -1.144 0.0 0.1 0.0 -0.51
H -5.922 0.487 -2.094 0.0 0.0 0.0 0.38
C 1.031 3.771 -0.578 -0.1 0.1 -0.1 0.24
O 1.477 4.643 -1.300 0.0 -0.1 0.0 -0.67
H -4.725 4.424 -0.859 0.0 0.0 0.0 0.40
C -0.903 -2.385 2.172 0.0 -0.2 0.2 -0.87
H 4.989 1.287 -0.744 0.0 0.0 0.0 0.46
H -6.137 2.978 -2.299 0.0 0.0 0.0 0.37
O -0.170 3.691 -0.133 -0.2 -0.1 0.1 -0.56
H -1.368 -2.931 2.981 0.0 0.0 0.0 0.43
O -2.903 0.897 1.100 -0.8 -0.6 -0.3 -0.65
C 1.359 -2.832 -0.846 0.2 -0.1 0.0 0.34
C 3.129 -4.452 -1.362 -0.1 0.0 0.0 -0.44
S -2.767 3.692 1.174 0.0 -0.4 0.0 -0.29
H 0.595 -0.325 -0.636 0.0 0.0 0.0 0.53
H 4.331 0.069 1.339 0.0 0.0 0.0 0.43
H 2.167 -4.153 0.492 -0.1 0.0 0.0 0.24
H -1.757 -0.477 2.733 0.0 -0.1 0.0 0.54
N -0.571 -0.308 1.070 -0.1 -0.5 0.3 -0.03

[6]
17
Properties=species:S:1:pos:R:3:forces:R:3:mulliken_charge:R:1 method="wB97M-V/def2-TZVPD" orbital_gap_ha=0.327 homo_energy_ev=-8.372 de_lowest_kcal_mol=29.3 charge=0 energy_ha=-548.86284 e_lumo_ha=0.019
H 0.449 -0.045 1.387 1.2 0.8 0.4 0.43
C 0.820 0.556 0.544 -3.4 -4.4 -0.9 -0.50
C -0.442 -2.356 0.869 0.1 0.3 -2.1 -0.86
H -0.253 1.351 -1.838 -0.9 -1.0 0.6 0.20
H 1.262 2.394 1.591 -0.6 -0.4 -2.4 0.28
H -0.457 -3.384 0.489 -0.5 0.0 1.0 0.30
H 0.903 2.463 -0.378 0.7 -0.1 1.3 0.33
C -0.518 -0.395 -0.483 2.7 2.7 -0.4 0.71
C -0.903 0.429 -1.695 1.1 0.7 -0.4 -0.91
N -0.856 -1.580 -0.338 0.2 0.2 1.2 -0.51
I 2.693 -0.157 -0.143 -0.1 0.1 0.1 0.09
H -0.271 2.326 0.764 -2.9 0.4 0.7 0.43
H -0.623 -0.164 -2.580 -0.8 0.0 0.2 0.32
H 0.560 -2.155 1.187 0.8 0.3 0.1 0.27
C 0.689 2.003 0.631 2.8 1.3 0.2 -1.20
H -1.957 0.739 -1.661 0.3 -0.3 -0.3 0.26
H -1.094 -2.025 1.653 -0.6 -0.7 0.6 0.35

[7]
3
Properties=species:S:1:pos:R:3:forces:R:3:mulliken_charge:R:1 method="wB97M-V/def2-TZVPD" orbital_gap_ha="0.200 / 0.194" homo_energy_ev="-10.108 / -9.991" de_lowest_kcal_mol=77.2 charge=0 energy_ha=-3071.87916 e_lumo_ha="-0.171 / -0.173"
S 0.609 0.140 1.347 -0.5 -0.1 -1.4 0.30
F -0.178 -0.112 -1.502 0.4 0.1 1.8 -0.50
Br -0.758 0.123 2.931 0.1 0.0 -0.4 0.20

no.,F_max (eV Å⁻¹)
1,3.52
2,2.55
3,4.97
4,2.06
5,1.73
6,5.57
7,1.82